Entry from OMol25: a cluster of 2 separate species, C5H14NO2 in total in a non-equilibrium geometry (ωB97M-V/def2-TZVPD).

Last column: Löwdin charge in e.
Atoms and positions in Å:
C1 -0.793 0.141 -0.122  -0.19
O1 -1.528 0.049 -1.382  -0.12
C2 0.616 -0.285 -0.531  -0.21
C3 1.462 0.056 0.672  -0.21
C4 1.097 -0.638 1.925  -0.20
C5 1.323 -0.141 3.195  0.06
N1 0.590 -1.928 -0.618  0.21
H1 -0.858 1.145 0.290  0.14
H2 -1.044 -0.684 0.609  0.13
H3 -1.665 1.006 -1.679  -0.01
H4 0.941 -0.010 -1.604  0.19
H5 1.625 1.134 0.797  0.14
H6 2.536 -0.244 0.366  0.15
H7 0.488 -1.523 1.906  0.08
H8 1.721 0.918 3.281  0.09
H9 1.016 -0.541 4.134  0.05
H10 -0.452 -2.335 -0.779  0.23
H11 1.014 -2.085 -1.499  0.13
H12 0.895 -2.450 0.174  0.12
H13 -2.389 2.984 -1.487  0.15
H14 -2.380 2.312 -2.915  0.03
O2 -1.948 2.334 -2.132  0.04

## Properties
- E_HOMO (eV) = -12.961
- total energy (eV) = -10988.199
- HOMO-LUMO gap (eV) = 9.82
- energy above the lowest of the compared OMol25 structures with the same formula, charge and spin (kJ/mol) = 347.82
- 2S+1 = 1
- total charge = +1